{"formula": "C3H8N2", "method": "wB97M-V/def2-TZVPD", "energy_ha": -228.55864, "smiles": "[H]/N=C/N.C=C", "orbital_gap_ev": 10.1, "species": ["H", "N", "C", "N", "H", "H", "H", "C", "C", "H", "H", "H", "H"], "positions_angstrom": [[1.5290, 1.6544, 1.7952], [2.0762, 1.2562, 1.0423], [1.2670, 0.6718, 0.2531], [1.6679, -0.1913, -0.7311], [0.2268, 0.9926, 0.1461], [2.6630, -0.3143, -0.7459], [1.0187, -0.8460, -1.1078], [-2.4668, -0.4371, -0.7792], [-2.4448, -1.2393, 0.2924], [-2.9263, -0.5204, -1.7538], [-2.1439, 0.5793, -0.5599], [-2.9589, -2.1890, 0.2593], [-2.0232, -0.7801, 1.1728]], "forces_ev_per_a": [[0.09, 0.83, -0.18], [0.00, -1.02, 0.42], [-0.14, 0.56, -0.78], [0.22, 1.14, 0.56], [-0.29, -0.65, 0.47], [0.11, -0.65, -0.20], [-0.02, -0.21, -0.27], [-0.09, 0.93, 1.17], [-0.60, 0.72, -1.62], [-0.01, -0.75, 0.06], [0.36, -0.03, -0.42], [0.39, -0.27, 0.39], [-0.02, -0.61, 0.40]], "nbo_charge": [0.341, -0.732, 0.280, -0.827, 0.140, 0.396, 0.400, -0.393, -0.391, 0.202, 0.179, 0.202, 0.203]}

=====

{"formula": "C3H8N2", "method": "wB97M-V/def2-TZVPD", "energy_ha": -228.50009, "smiles": "[H]/N=C\\N.C=C", "orbital_gap_ev": 8.7, "species": ["H", "N", "C", "N", "H", "H", "H", "C", "C", "H", "H", "H", "H"], "positions_angstrom": [[5.5239, 1.5728, 0.8263], [4.7875, 2.2197, 1.0895], [3.7240, 1.5571, 1.4299], [2.8349, 1.1825, 0.4802], [3.5009, 1.3965, 2.5055], [2.9745, 1.7204, -0.3749], [1.8991, 0.9242, 0.7542], [-4.7508, -1.9923, -0.8231], [-3.6301, -1.6336, -1.4634], [-5.7368, -1.8476, -1.3456], [-4.6213, -2.4420, 0.1574], [-3.6750, -1.3037, -2.4875], [-2.8308, -1.3540, -0.7486]], "forces_ev_per_a": [[0.46, 0.67, -0.36], [-0.23, -1.34, 0.70], [0.86, 1.29, -0.64], [-0.26, 0.37, 0.74], [-0.61, -0.36, -0.48], [-0.13, -0.57, 0.19], [-0.08, -0.06, -0.15], [-0.15, 0.08, -1.43], [-0.80, 0.89, 1.76], [0.95, -0.91, 0.81], [-0.70, 0.52, 0.14], [0.35, 0.30, -0.07], [0.34, -0.86, -1.22]], "nbo_charge": [0.385, -0.937, 0.399, -0.785, 0.142, 0.412, 0.384, -0.383, -0.409, 0.199, 0.198, 0.196, 0.199]}

=====

{"formula": "C3H8N2", "method": "wB97M-V/def2-TZVPD", "energy_ha": -228.46314, "orbital_gap_ev": 9.5, "species": ["C", "C", "C", "H", "H", "H", "H", "H", "H", "H", "H", "N", "N"], "positions_angstrom": [[0.4611, 0.1215, 0.4738], [-0.4302, -0.9787, -0.0451], [-0.6737, 1.0290, -0.0368], [2.2761, -0.8000, 0.2150], [2.2332, 0.8408, -0.0002], [0.8573, -0.0463, 1.5640], [0.3549, -1.0936, -0.9721], [-0.5587, -1.8197, 0.8027], [-2.2196, -0.3153, 0.5451], [-0.3976, 1.6468, -0.8753], [-1.1754, 1.7053, 0.8777], [1.8586, 0.0375, -0.3185], [-1.5034, -0.2017, -0.3255]], "forces_ev_per_a": [[3.32, -1.23, 1.13], [6.00, -4.35, 1.21], [-1.31, 1.53, 3.58], [-0.28, 1.92, -1.21], [2.66, 3.18, 1.20], [-1.62, 1.27, -1.46], [-2.76, -1.56, 1.24], [0.23, 1.13, -2.67], [1.95, 0.55, -2.95], [-0.20, 0.14, -0.38], [1.35, -1.47, -2.66], [-3.75, -3.89, 1.04], [-5.58, 2.78, 1.92]], "nbo_charge": [-0.101, -0.254, -0.233, 0.349, 0.342, 0.186, 0.222, 0.189, 0.344, 0.213, 0.194, -0.833, -0.618]}

=====

{"formula": "C3H8N2", "method": "wB97M-V/def2-TZVPD", "energy_ha": -228.54730, "smiles": "C/C=N/NC", "orbital_gap_ev": 9.2, "species": ["C", "C", "N", "N", "C", "H", "H", "H", "H", "H", "H", "H", "H"], "positions_angstrom": [[2.2632, -0.0186, 0.0502], [0.7378, -0.0175, -0.1232], [0.0363, -1.0717, -0.0197], [-1.3159, -0.8089, 0.0067], [-1.9451, 0.4603, 0.0285], [2.5227, -0.7434, 0.8242], [2.7822, -0.2866, -0.9459], [2.7864, 0.8910, 0.3416], [0.3206, 0.9757, -0.2148], [-1.8802, -1.6397, -0.0972], [-3.0321, 0.3214, -0.0836], [-1.5794, 1.1028, -0.7746], [-1.6965, 0.8352, 1.0078]], "forces_ev_per_a": [[0.43, -1.30, -1.67], [2.15, 0.99, 0.70], [-1.17, 1.18, 0.05], [-0.05, -2.74, -0.64], [-0.04, -0.28, -0.14], [0.12, -0.24, -0.34], [-0.75, 0.04, 1.50], [-0.82, 0.46, 0.06], [-0.31, 0.05, -0.06], [0.33, 0.29, 0.00], [0.50, 0.06, 0.14], [-0.18, 0.30, 0.04], [-0.22, 1.19, 0.35]], "nbo_charge": [-0.663, -0.019, -0.209, -0.455, -0.436, 0.224, 0.215, 0.219, 0.154, 0.375, 0.217, 0.184, 0.193]}

=====

{"formula": "C3H8N2", "method": "wB97M-V/def2-TZVPD", "energy_ha": -228.55982, "smiles": "C/C(N)=C/N", "orbital_gap_ev": 8.8, "species": ["C", "C", "N", "C", "N", "H", "H", "H", "H", "H", "H", "H", "H"], "positions_angstrom": [[1.4665, 0.3080, 0.9931], [0.2603, 0.2891, 0.1345], [-0.7179, 1.3093, 0.3213], [-0.1134, -0.8358, -0.5487], [-1.2889, -0.8221, -1.3771], [1.4756, -0.6570, 1.2734], [1.3701, 0.9151, 1.8860], [2.3637, 0.7700, 0.4299], [-1.6005, 0.9891, -0.0903], [-0.2566, 2.2241, -0.0024], [0.4258, -1.8254, -0.4397], [-2.0037, -0.9203, -0.6955], [-1.3810, -1.7442, -1.8845]], "forces_ev_per_a": [[0.97, 4.03, -1.76], [-2.23, -1.49, -0.29], [1.94, 0.97, -0.80], [1.67, 0.12, 0.44], [0.28, -1.83, -0.51], [1.54, -3.41, 1.08], [-0.40, 0.15, 0.10], [-1.07, -1.33, 0.87], [0.63, 1.25, -0.34], [-1.90, -1.53, 0.48], [-0.32, 1.48, -0.24], [-1.54, 0.09, 0.43], [0.44, 1.49, 0.53]], "nbo_charge": [-0.646, 0.141, -0.835, -0.131, -0.836, 0.226, 0.218, 0.213, 0.383, 0.377, 0.180, 0.345, 0.365]}

=====

{"formula": "C3H8N2", "method": "wB97M-V/def2-TZVPD", "energy_ha": -228.27680, "charge": 1, "orbital_gap_ev": [11.8, 9.2], "spin_multiplicity": 2, "species": ["C", "C", "N", "C", "N", "H", "H", "H", "H", "H", "H", "H", "H"], "positions_angstrom": [[-2.0658, 0.5954, -0.4168], [-0.6271, 0.9595, -0.7170], [0.2821, -0.1907, -0.4471], [1.1543, -0.2024, 0.5058], [1.7118, -1.2774, 1.0738], [-2.6374, 1.4786, -0.1561], [-2.1339, -0.1744, 0.3595], [-2.5026, 0.0706, -1.2646], [-0.4462, 1.2537, -1.7435], [-0.2582, 1.7477, -0.0626], [0.0514, -1.1376, -0.7460], [1.4390, 0.7644, 0.9313], [1.2303, -1.5672, 1.9366]], "forces_ev_per_a": [[0.07, -1.04, -0.27], [0.76, 0.05, 0.02], [0.28, -1.08, 0.75], [-0.56, 0.91, 0.56], [-0.01, -0.28, -0.39], [-0.13, -0.05, -0.01], [0.08, 0.53, 0.39], [-0.19, 0.40, -0.26], [-0.20, 0.13, -0.17], [-0.09, 0.11, -0.07], [-0.42, 0.28, -0.52], [0.11, 0.03, 0.01], [0.29, 0.00, -0.03]], "nbo_charge": [-0.634, -0.209, -0.436, 0.328, -0.288, 0.260, 0.221, 0.236, 0.239, 0.215, 0.430, 0.241, 0.396]}